# 1
Entry from the Open Molecules 2025 dataset: a molecular structure, C36H40As2CaN5 at a distorted geometry (ωB97M-V/def2-TZVPD).

Results
E_LUMO = -0.076 hartree
HOMO = -10.00 eV
gap between HOMO and LUMO = 7.928 eV
net charge = +1

Geometry (Å):
Ca -1.24 0.36 0.15
C -4.60 3.60 -1.44
N -5.19 2.39 -0.88
C -6.42 2.51 -0.09
C -4.39 1.31 -0.78
N -3.15 1.26 -1.13
N -5.03 0.16 -0.27
C -4.43 -0.96 0.27
N -5.26 -2.03 0.33
N -3.22 -0.95 0.73
H -5.38 4.33 -1.60
H -4.16 3.38 -2.42
H -3.82 4.02 -0.80
H -6.87 3.48 -0.32
H -6.24 2.46 0.98
H -7.17 1.76 -0.36
H -2.79 2.17 -1.37
H -6.03 0.13 -0.37
H -6.05 -2.10 -0.30
H -4.89 -2.90 0.67
H -2.96 -1.88 1.04
C 0.90 -2.45 1.69
C 2.17 -1.65 1.38
As 1.90 0.10 0.51
C 1.68 1.25 2.08
C 1.96 2.61 1.93
C 1.70 3.49 2.97
C 1.14 3.03 4.16
C 0.85 1.69 4.31
C 1.13 0.79 3.27
C 3.72 0.50 0.05
C 4.70 0.56 1.04
C 6.02 0.82 0.69
C 6.36 1.04 -0.65
C 5.38 0.99 -1.63
C 4.06 0.72 -1.28
As -0.31 -3.12 0.27
C 0.37 -4.91 0.05
C 0.48 -5.74 1.17
C 0.90 -7.05 1.03
C 1.20 -7.56 -0.23
C 1.07 -6.75 -1.35
C 0.64 -5.43 -1.22
C 0.28 -2.29 -1.37
C -0.66 -1.46 -1.99
C -0.32 -0.69 -3.10
C 0.96 -0.79 -3.62
C 1.89 -1.66 -3.05
C 1.56 -2.40 -1.92
H 0.25 -1.89 2.36
H 1.15 -3.35 2.24
H 2.84 -2.21 0.74
H 2.71 -1.46 2.31
H 2.36 3.00 1.00
H 1.92 4.54 2.84
H 0.93 3.73 4.96
H 0.43 1.32 5.23
H 0.94 -0.26 3.43
H 4.44 0.42 2.08
H 6.78 0.87 1.45
H 7.38 1.26 -0.92
H 5.63 1.18 -2.66
H 3.29 0.71 -2.04
H 0.23 -5.37 2.15
H 1.00 -7.68 1.90
H 1.53 -8.58 -0.34
H 1.29 -7.13 -2.34
H 0.54 -4.81 -2.10
H -1.68 -1.43 -1.63
H -1.05 -0.04 -3.57
H 1.24 -0.21 -4.50
H 2.88 -1.75 -3.47
H 2.29 -3.06 -1.48
C 0.16 5.29 -0.69
C -0.73 5.03 0.34
C -1.11 3.72 0.62
C -0.61 2.59 -0.07
C 0.29 2.92 -1.11
C 0.66 4.22 -1.44
H 0.46 6.30 -0.92
H -1.13 5.85 0.93
H -1.80 3.58 1.45
H 0.73 2.12 -1.71
H 1.34 4.42 -2.26

These are the Mulliken partial charges, in e, on atoms 1 to 4:
1 Ca 1.72
2 C -1.16
3 N 0.07
4 C -0.99

=====

# 2
Entry from the Open Molecules 2025 dataset: a gas-phase ion, C10H15O3S (charge -1) at a distorted geometry (ωB97M-V/def2-TZVPD).

Results
E_LUMO (spin up / spin down) = 0.113 / 0.113 hartree
HOMO (spin up / spin down) = -4.12 / -4.16 eV
gap between HOMO and LUMO (spin up / spin down) = 7.206 / 7.236 eV
net charge = -1

Geometry (Å):
C -1.53 0.38 -0.25
C 0.72 1.12 -1.63
C 0.39 1.86 -0.30
C -1.72 -0.85 -0.88
C 1.15 -0.30 -1.29
C -0.19 0.67 0.45
C 0.78 -0.50 0.23
C -0.38 1.16 1.93
C 2.02 -0.28 1.12
C 0.39 -1.94 0.50
O -3.46 -2.27 -2.26
O -2.32 1.32 -0.44
O -4.10 -1.56 0.07
S -3.34 -1.28 -1.15
H -0.12 1.16 -2.33
H 1.53 1.51 -2.24
H 1.29 2.21 0.04
H -0.41 2.64 -0.47
H 0.54 -0.82 -1.99
H 2.20 -0.45 -1.36
H 0.62 1.55 2.29
H -0.84 0.45 2.69
H -0.96 2.14 1.76
H 2.72 -1.23 0.96
H 1.73 -0.31 2.16
H 2.52 0.56 0.80
H -0.62 -2.10 0.02
H 0.24 -2.23 1.53
H 1.13 -2.61 0.05

These are the natural (NBO) partial charges, in e, on atoms 1 to 4:
1 C 0.39
2 C -0.40
3 C -0.42
4 C -0.60

=====

# 3
Entry from the Open Molecules 2025 dataset: 3 unconnected molecules or ions with the total composition CHNO3S at a distorted geometry (ωB97M-V/def2-TZVPD).

Results
E_LUMO (spin up / spin down) = -0.085 / -0.085 hartree
HOMO (spin up / spin down) = -10.50 / -10.50 eV
gap between HOMO and LUMO (spin up / spin down) = 8.181 / 8.181 eV
net charge = 0

Geometry (Å):
C -0.03 -0.38 -0.66
N -0.14 -0.58 -1.81
O 0.06 -0.96 -2.94
O -2.97 -1.54 -2.93
O -2.52 0.75 -2.91
S -2.29 -0.47 -3.62
H -0.10 0.11 0.97

These are the natural (NBO) partial charges, in e, on atoms 1 to 4:
1 C 0.06
2 N 0.07
3 O -0.44
4 O -0.86

=====

# 4
Entry from the Open Molecules 2025 dataset: 2 unconnected molecules or ions with the total composition C3H6F2N at a distorted geometry (ωB97M-V/def2-TZVPD).

Results
E_LUMO = -0.155 hartree
HOMO = -15.23 eV
gap between HOMO and LUMO = 11.004 eV
net charge = +1

Geometry (Å):
C -0.64 0.00 -0.65
C -1.60 -0.74 0.32
C -1.55 0.75 0.32
N 0.83 -0.08 -0.47
F -2.65 -1.43 -0.05
F -2.54 1.52 -0.15
H -0.87 0.15 -1.64
H -1.25 -1.34 1.22
H -1.20 1.33 1.82
H 1.03 -0.90 0.11
H 1.27 0.67 0.04
H 1.25 0.10 -1.30

These are the natural (NBO) partial charges, in e, on atoms 1 to 4:
1 C -0.20
2 C 0.16
3 C 0.23
4 N -0.65

=====

E_tot / eV: -185543.3660; -27588.1882; -19514.1550; -10121.5260
ΔE to the lowest compared entry with this formula, charge and spin / kcal per mole: 19.18; 92.88; 147.57; 60.87